Entry 1:
C35H50GeN8OSSeSiV | ωB97M-V/def2-TZVPD

## Properties
Kohn-Sham gap (spin up / spin down) = 0.19716 / 0.20855 Ha
LUMO energy (spin up / spin down) = -0.1302 / -0.1195 hartree
Expectation value of S² = 2.014
Spin multiplicity = 3
Net charge = +1
ΔE to the lowest compared entry with this formula, charge and spin = 109.1 kcal/mol

Element x y z (Å)
V (-0.83, -0.76, -2.48)
C (-1.25, 2.44, -4.50)
C (-1.87, 1.14, -4.86)
C (-2.86, 0.97, -5.82)
C (-3.14, -0.33, -6.27)
C (-2.57, -1.45, -5.68)
C (-1.93, -1.23, -4.47)
N (-1.50, 0.03, -4.07)
N (-1.65, -2.14, -3.49)
Si (-1.95, -3.98, -3.42)
C (-1.62, -4.63, -5.16)
C (-3.74, -4.22, -3.10)
C (-0.96, -4.60, -1.88)
H (-1.61, 2.84, -3.56)
H (-1.65, 3.18, -5.23)
H (-0.16, 2.48, -4.52)
H (-3.34, 1.85, -6.24)
H (-3.97, -0.49, -7.03)
H (-2.86, -2.41, -6.18)
H (-0.69, -4.17, -5.53)
H (-2.44, -4.32, -5.78)
H (-1.62, -5.70, -5.27)
H (-3.90, -4.38, -2.02)
H (-4.22, -5.02, -3.69)
H (-4.18, -3.21, -3.32)
H (-1.38, -5.35, -1.22)
H (-0.72, -3.73, -1.22)
H (0.01, -5.01, -2.16)
O (1.56, 2.40, -0.41)
C (1.86, 1.61, 0.48)
C (2.31, 2.09, 1.72)
C (2.21, 1.33, 2.87)
C (2.15, -0.09, 2.79)
C (1.88, -0.71, 1.53)
C (1.74, 0.11, 0.39)
C (1.83, -0.57, -0.85)
N (1.05, -0.36, -1.98)
C (1.70, -1.07, -3.00)
C (2.75, -1.78, -2.47)
N (2.73, -1.56, -1.10)
H (2.35, 3.16, 1.87)
H (2.18, 1.81, 3.82)
H (2.33, -0.68, 3.69)
H (1.77, -1.79, 1.49)
H (1.42, -0.80, -4.05)
H (3.35, -2.53, -2.95)
H (3.49, -1.84, -0.44)
N (-1.62, 1.84, 2.89)
C (-1.67, 1.30, 1.65)
C (-1.27, 2.06, 0.50)
C (-1.20, 1.48, -0.76)
N (-1.71, 0.26, -1.02)
C (-2.21, -0.45, 0.05)
C (-2.14, -0.01, 1.36)
H (-0.91, 2.54, 3.02)
H (-1.60, 1.22, 3.66)
H (-0.87, 3.10, 0.53)
H (-0.73, 1.99, -1.59)
H (-2.87, -1.30, -0.23)
H (-2.55, -0.72, 2.15)
N (1.99, 7.37, 2.46)
C (1.52, 6.13, 2.00)
S (0.60, 5.13, 2.96)
N (1.65, 5.90, 0.67)
C (2.25, 6.75, -0.28)
C (3.60, 6.60, -0.66)
C (4.06, 7.22, -1.90)
C (3.17, 7.97, -2.60)
C (1.89, 8.20, -2.13)
C (1.45, 7.68, -0.97)
H (1.63, 7.62, 3.35)
H (2.33, 8.07, 1.78)
H (1.53, 4.93, 0.42)
H (4.30, 5.99, -0.11)
H (5.06, 7.12, -2.31)
H (3.58, 8.38, -3.55)
H (1.21, 8.76, -2.79)
H (0.45, 7.76, -0.64)
C (0.51, -2.53, 5.17)
Ge (-0.71, -3.90, 5.64)
C (-2.65, -3.30, 5.38)
C (-0.41, -4.64, 7.43)
C (-0.36, -5.63, 4.71)
Se (0.05, -5.27, 2.80)
C (2.02, -4.82, 2.92)
H (0.29, -1.50, 5.58)
H (0.42, -2.43, 4.05)
H (1.52, -2.88, 5.37)
H (-2.80, -2.58, 4.60)
H (-3.02, -2.85, 6.30)
H (-3.19, -4.23, 5.21)
H (0.31, -3.99, 7.95)
H (0.03, -5.63, 7.31)
H (-1.34, -4.61, 7.96)
H (-1.17, -6.37, 4.58)
H (0.56, -6.04, 5.12)
H (2.14, -3.73, 2.86)
H (2.40, -5.38, 2.01)
H (2.42, -5.17, 3.90)

=====

Entry 2:
C6H8NO2P | ωB97M-V/def2-TZVPD

## Properties
Kohn-Sham gap = 0.33303 Ha
LUMO energy = 0.0236 hartree
ΔE to the lowest compared entry with this formula, charge and spin = 46.2 kcal/mol

Element x y z (Å)
C (-3.53, 0.64, -0.08)
C (-2.33, 0.62, 0.08)
C (-0.94, 0.75, 0.17)
C (-0.19, 1.88, 0.20)
O (1.13, 1.68, 0.39)
P (1.59, 0.12, 0.21)
C (2.17, -0.07, -1.51)
O (2.61, -0.35, 1.13)
N (0.01, -0.41, 0.37)
C (-0.48, -1.74, 0.93)
H (-4.53, 0.81, 0.03)
H (-0.74, 2.75, 0.40)
H (3.33, -0.28, -1.52)
H (1.79, -0.94, -1.95)
H (1.93, 0.85, -1.97)
H (-1.24, -2.19, 0.29)
H (0.28, -2.56, 0.96)
H (-0.87, -1.56, 1.85)